# 1
Below is an isolated molecule of C9H15NOS at a distorted geometry, with properties calculated with ωB97M-V/def2-TZVPD.

Geometry as XYZ:
```
27
Properties=species:S:1:pos:R:3:nbo_charge:R:1
C 1.1815 -1.7701 -2.9740 -0.630
C 1.5874 -1.3506 -1.5777 0.064
O 2.9354 -0.7875 -1.4602 -0.726
C 0.5530 -0.3840 -1.0239 -0.213
C 0.6963 0.7860 -0.4270 -0.209
C -0.5003 1.7016 -0.1122 -0.434
C -0.5860 2.0355 1.3569 -0.402
C -1.3417 1.0584 2.3110 -0.408
C -0.7120 -0.3715 2.5460 -0.236
N -1.3408 -1.3428 1.7538 -0.433
C -1.9821 -1.6179 0.7961 0.208
S -2.8453 -2.1519 -0.3415 -0.006
H 0.5675 -0.9279 -3.4005 0.212
H 0.4815 -2.6257 -2.8532 0.221
H 2.0851 -2.0158 -3.4962 0.233
H 1.6664 -2.1056 -0.8901 0.189
H 2.9227 0.1603 -1.5570 0.465
H -0.4945 -0.5883 -1.1070 0.209
H 1.5642 1.4496 -0.2159 0.195
H -1.4860 1.2746 -0.6238 0.200
H -0.3271 2.7227 -0.5829 0.218
H -0.9834 3.0818 1.5379 0.212
H 0.4491 2.0971 1.5919 0.193
H -1.4763 1.6229 3.3152 0.223
H -2.1854 0.8573 1.6366 0.215
H 0.3685 -0.1502 2.2220 0.220
H -0.7978 -0.6581 3.5758 0.218
```

## Properties
* ΔE to the lowest compared entry with this formula, charge and spin: 1.598 eV
* LUMO level: 0.02921 hartree
* gap between HOMO and LUMO: 9.97 eV
* HOMO: -9.2 eV
* net charge: 0


# 2
Below is C23H44FN3SSi3TeTi as an isolated structure at a distorted geometry, with properties calculated with ωB97M-V/def2-TZVPD.

Geometry as XYZ:
```
77
Properties=species:S:1:pos:R:3:mulliken_charge:R:1
Ti -0.0036 -0.1767 0.3243 -0.458
C 0.6598 -1.6096 -1.4856 -1.164
C -0.3916 -0.7766 -1.9424 -0.356
C 0.0858 0.5588 -1.9356 -0.827
C 1.4011 0.5546 -1.4335 -0.639
C 1.7537 -0.7936 -1.1687 -0.418
H 0.6299 -2.6823 -1.3850 0.461
H -1.3504 -1.0978 -2.3131 0.635
H -0.4509 1.4259 -2.2864 0.706
H 2.0385 1.4176 -1.3187 0.575
H 2.7138 -1.1458 -0.8308 0.844
C -0.7959 0.3483 4.1831 -1.310
Si -0.6546 1.8816 3.1119 0.345
C -2.2109 2.9075 3.2893 -1.283
C 0.7545 2.8712 3.8475 -0.787
N -0.4824 1.4674 1.4087 0.807
C -0.8871 2.5467 0.5642 0.505
C -0.3251 3.8278 0.6154 0.177
C -0.7577 4.8759 -0.1849 -1.105
C -1.7850 4.6824 -1.0957 -0.578
C -2.3620 3.4245 -1.1908 -0.570
C -1.9120 2.4096 -0.3740 -0.293
F -2.4778 1.1878 -0.5421 -0.212
H -1.7617 0.3535 4.6957 0.475
H -0.0174 0.3606 4.9500 0.396
H -0.7069 -0.5984 3.6496 0.192
H -2.0051 3.9781 3.2237 0.294
H -2.6812 2.7189 4.2574 0.435
H -2.9344 2.6594 2.5099 0.321
H 0.5628 2.9378 4.9238 0.474
H 0.8267 3.8891 3.4636 0.335
H 1.7265 2.3904 3.7268 -0.136
H 0.4829 4.0019 1.3097 0.176
H -0.2836 5.8444 -0.0941 0.438
H -2.1279 5.4888 -1.7295 0.401
H -3.1601 3.2099 -1.8894 0.491
N -2.6602 -2.0898 -0.1328 -0.654
C -1.8947 -1.3953 0.8661 0.641
N -2.8038 -0.6838 1.6955 -0.297
S -0.5284 -2.1981 1.5575 -0.438
H -3.1555 -1.4202 -0.7120 0.253
H -2.0602 -2.6528 -0.7190 0.352
H -3.7378 -1.0620 1.6283 0.253
H -2.5033 -0.6014 2.6538 0.107
C 3.2407 3.1186 1.0883 -0.238
Si 4.5833 1.9770 1.6932 -0.008
C 6.1747 2.3531 0.8020 -1.139
C 4.8650 2.1101 3.5290 -0.994
C 4.0902 0.2135 1.2863 -0.745
Te 2.2393 -0.4680 2.1032 0.115
C 2.8101 -2.5179 1.9236 -0.852
Si 3.4011 -3.2446 3.5478 0.094
C 4.8464 -2.2564 4.1884 -0.894
C 1.9874 -3.1830 4.7527 -0.890
C 3.9370 -5.0044 3.2570 -1.045
H 3.2264 4.0616 1.6389 0.469
H 2.2496 2.6672 1.1836 -0.574
H 3.3965 3.3506 0.0311 0.466
H 6.5276 3.3560 1.0556 0.326
H 6.0455 2.3090 -0.2816 0.313
H 6.9595 1.6456 1.0793 0.314
H 4.9500 3.1513 3.8474 0.379
H 5.7976 1.6016 3.7885 0.331
H 4.0631 1.6500 4.1094 0.257
H 4.8260 -0.4837 1.6953 0.470
H 4.0423 0.0593 0.2064 0.419
H 3.5707 -2.5329 1.1399 0.572
H 1.9298 -3.0477 1.5552 0.601
H 4.6048 -1.1945 4.2815 0.148
H 5.7195 -2.3553 3.5381 0.297
H 5.1315 -2.6147 5.1808 0.401
H 1.7133 -2.1515 4.9892 0.214
H 2.2499 -3.6831 5.6877 0.386
H 1.1007 -3.6713 4.3407 0.306
H 4.7626 -5.0506 2.5430 0.316
H 3.1166 -5.6081 2.8629 0.310
H 4.2737 -5.4667 4.1879 0.311
```

## Properties
* ΔE to the lowest compared entry with this formula, charge and spin: 0.364 eV
* LUMO level (spin up / spin down): 0.01163 / 0.01163 hartree
* gap between HOMO and LUMO (spin up / spin down): 6.94 / 6.94 eV
* HOMO (spin up / spin down): -6.6 / -6.6 eV
* net charge: 0


# 3
Below is an isolated molecule of C5H12O2 at a distorted geometry, with properties calculated with ωB97M-V/def2-TZVPD.

Geometry as XYZ:
```
19
Properties=species:S:1:pos:R:3:nbo_charge:R:1
C 2.2449 0.4209 1.1356 -0.607
C 1.0923 0.6956 0.1813 -0.433
C 0.2413 -0.5469 0.0386 0.113
O -0.2547 -0.8501 1.5613 -0.811
C -1.1228 -0.4430 -0.5954 -0.016
C -1.6223 0.8405 -1.2546 -0.636
O -1.3911 -1.5809 -1.4118 -0.724
H 1.8337 0.0702 2.0852 0.232
H 2.8986 -0.3641 0.7376 0.198
H 2.8494 1.3137 1.3072 0.207
H 0.4588 1.5006 0.5728 0.211
H 1.4622 1.0462 -0.7963 0.219
H 0.7912 -1.4324 -0.2857 0.207
H -0.3724 -1.8020 1.7420 0.475
H -1.4421 -0.5851 0.4966 0.259
H -1.2421 1.0040 -2.2715 0.212
H -2.7162 0.7837 -1.3272 0.211
H -1.3876 1.7220 -0.6504 0.212
H -2.3209 -1.7931 -1.2653 0.470
```

## Properties
* ΔE to the lowest compared entry with this formula, charge and spin: 2.250 eV
* LUMO level: 0.03232 hartree
* gap between HOMO and LUMO: 10.28 eV
* HOMO: -9.4 eV
* net charge: 0


# 4
Below is an isolated molecule of C5H8O2, with properties calculated with ωB97M-V/def2-TZVPD.

Geometry as XYZ:
```
15
Properties=species:S:1:pos:R:3:nbo_charge:R:1
C 1.4347 -0.5483 0.5472 -0.622
C 0.4121 0.2953 1.3080 -0.380
C -0.7670 0.8053 0.4512 -0.522
C -1.1888 -0.1758 -0.6125 0.491
O -1.6353 -1.2837 -0.4092 -0.496
C -1.0013 0.2454 -2.0760 0.342
O -0.5413 1.3111 -2.4019 -0.476
H 0.9790 -1.4724 0.1760 0.212
H 2.2590 -0.8326 1.2089 0.219
H 1.8586 -0.0082 -0.3080 0.205
H 0.9090 1.1737 1.7340 0.209
H 0.0218 -0.2879 2.1483 0.208
H -1.6342 0.9749 1.0991 0.242
H -0.5112 1.7528 -0.0321 0.236
H -1.3199 -0.5282 -2.8020 0.131
```

## Properties
* ΔE to the lowest compared entry with this formula, charge and spin: 0.898 eV
* LUMO level: -0.01926 hartree
* gap between HOMO and LUMO: 9.26 eV
* HOMO: -9.8 eV
* net charge: 0


# 5
Below is an isolated molecule of C4H6N2O2 at a distorted geometry, with properties calculated with ωB97M-V/def2-TZVPD.

Geometry as XYZ:
```
14
Properties=species:S:1:pos:R:3:nbo_charge:R:1
C -2.2353 1.6543 0.1184 0.208
C -2.4770 -0.9415 -0.1245 0.434
C 0.8691 -0.2239 -0.2512 -0.408
C -1.5408 0.4918 -0.3579 -0.158
N -2.8418 2.5270 0.5821 -0.285
N -0.3859 0.2595 0.5149 -0.621
O -2.0749 -1.6004 0.9477 -0.659
O -3.4213 -1.1018 -0.8714 -0.280
H 1.2349 0.3517 -1.1293 0.190
H 1.6956 -0.2835 0.3334 0.209
H 0.6248 -1.1100 -0.7146 0.208
H -1.3725 0.6096 -1.5032 0.253
H -1.3205 -1.1311 1.2806 0.504
H -0.1693 1.0349 1.1632 0.406
```

## Properties
* ΔE to the lowest compared entry with this formula, charge and spin: 2.726 eV
* LUMO level (spin up / spin down): 0.01900 / -0.11915 hartree
* gap between HOMO and LUMO (spin up / spin down): 5.75 / 7.70 eV
* 2S+1: 3
* HOMO (spin up / spin down): -5.2 / -10.9 eV
* net charge: 0


# 6
Below is C36H47N4O3SSc as an isolated structure, with properties calculated with ωB97M-V/def2-TZVPD.

Geometry as XYZ:
```
92
Properties=species:S:1:pos:R:3:nbo_charge:R:1
Sc -0.0973 -0.1376 -0.4295 1.821
C 2.2723 6.0096 -4.6146 -0.597
C 2.3437 4.5540 -5.0967 -0.088
C 3.8121 4.1330 -5.1382 -0.607
C 1.7728 4.4572 -6.5182 -0.596
C 1.5222 3.6726 -4.1632 -0.024
C 2.0483 2.6198 -3.4867 -0.230
C 1.2353 1.8467 -2.6077 0.148
N 1.5904 0.7949 -1.8619 -0.522
C 2.8054 0.2283 -1.7734 0.159
C 3.8367 0.1984 -2.7404 -0.281
C 5.0631 -0.3091 -2.4290 0.036
C 5.2810 -0.7988 -1.1009 -0.213
C 4.3221 -0.8915 -0.1376 0.032
C 2.9968 -0.4060 -0.4737 0.421
O 2.0157 -0.4561 0.3173 -0.670
C 4.5796 -1.5567 1.2096 -0.097
C 6.0747 -1.7876 1.4487 -0.604
C 4.0542 -0.7109 2.3788 -0.609
C 3.8753 -2.9228 1.1831 -0.609
C 6.1864 -0.3087 -3.4658 -0.086
C 7.3681 -1.1865 -3.0479 -0.606
C 5.6705 -0.8274 -4.8148 -0.595
C 6.6821 1.1343 -3.6385 -0.593
C -0.1115 2.3020 -2.3029 0.419
O -0.7181 1.7690 -1.3286 -0.696
C -0.7003 3.3441 -3.1228 0.016
C 0.1267 3.9698 -4.0019 -0.132
C -2.1864 3.6615 -3.0101 -0.108
C -2.5907 4.7978 -3.9500 -0.606
C -2.9580 2.4002 -3.4232 -0.602
C -2.5727 4.0763 -1.5828 -0.604
H 2.8483 6.6520 -5.2828 0.210
H 1.2486 6.3824 -4.5962 0.208
H 2.6828 6.1060 -3.6088 0.214
H 4.3628 4.7968 -5.8057 0.217
H 4.2781 4.1923 -4.1533 0.212
H 3.9301 3.1152 -5.5155 0.207
H 2.3543 5.0830 -7.1973 0.211
H 1.8108 3.4297 -6.8826 0.213
H 0.7374 4.7937 -6.5652 0.208
H 3.0957 2.3959 -3.5704 0.215
H 3.6237 0.5300 -3.7430 0.216
H 6.2713 -1.1533 -0.8633 0.221
H 6.6389 -0.8535 1.4196 0.209
H 6.2074 -2.2265 2.4385 0.217
H 6.5120 -2.4815 0.7295 0.204
H 4.5289 0.2727 2.3848 0.204
H 2.9768 -0.5787 2.3472 0.246
H 4.3130 -1.2080 3.3159 0.202
H 4.3411 -3.5726 0.4395 0.205
H 3.9630 -3.4051 2.1594 0.201
H 2.8208 -2.8214 0.9306 0.237
H 7.0584 -2.2135 -2.8482 0.215
H 8.1013 -1.2085 -3.8551 0.215
H 7.8755 -0.8025 -2.1624 0.208
H 5.2644 -1.8350 -4.7188 0.216
H 4.8942 -0.1884 -5.2338 0.204
H 6.4892 -0.8560 -5.5357 0.211
H 7.0522 1.5368 -2.6944 0.212
H 7.4940 1.1706 -4.3672 0.209
H 5.8786 1.7840 -3.9899 0.208
H -0.2793 4.7644 -4.6112 0.204
H -2.3986 4.5544 -4.9961 0.205
H -3.6616 4.9761 -3.8468 0.218
H -2.0763 5.7302 -3.7088 0.207
H -2.7635 2.1622 -4.4710 0.203
H -2.6696 1.5480 -2.8115 0.230
H -4.0309 2.5568 -3.2998 0.210
H -2.0103 4.9597 -1.2737 0.204
H -3.6345 4.3300 -1.5623 0.207
H -2.4002 3.2810 -0.8640 0.239
N 0.8704 -3.0961 2.7480 -0.810
C 0.2614 -2.2045 1.9134 0.302
S 0.0343 -2.7191 0.2556 -0.366
N -0.1335 -1.0879 2.4709 -0.447
N -0.8786 -0.3278 1.5633 -0.400
C -2.0386 0.0612 1.9437 0.165
C -3.0676 0.5134 1.0251 -0.243
C -4.2102 1.1388 1.5400 -0.141
C -5.3151 1.3737 0.7524 -0.274
C -5.3092 0.9144 -0.5665 -0.169
C -4.2092 0.2758 -1.0952 -0.305
C -3.0420 0.1008 -0.3337 0.464
O -1.9754 -0.4576 -0.8646 -0.805
H 1.4413 -3.8107 2.3353 0.399
H 1.1197 -2.7582 3.6630 0.393
H -2.3046 -0.0970 2.9897 0.199
H -4.2142 1.4270 2.5844 0.208
H -6.1837 1.8721 1.1578 0.214
H -6.1870 1.0543 -1.1857 0.211
H -4.2121 -0.0971 -2.1103 0.222
```

## Properties
* LUMO level (spin up / spin down): -0.07230 / -0.06741 hartree
* gap between HOMO and LUMO (spin up / spin down): 5.59 / 5.78 eV
* HOMO (spin up / spin down): -7.6 / -7.6 eV
* net charge: 0


# 7
Below is C5H13N as an isolated structure at a distorted geometry, with properties calculated with ωB97M-V/def2-TZVPD.

Geometry as XYZ:
```
19
Properties=species:S:1:pos:R:3:nbo_charge:R:1
C -2.0897 0.3762 -0.9706 -0.603
C -1.5536 0.5273 0.5174 -0.461
C -0.4660 -0.3185 1.0646 -0.263
C 0.9612 0.2679 0.9776 -0.374
N 1.4328 0.8441 -0.2925 -0.335
C 1.0249 -0.2349 -1.2260 -0.501
H -1.5561 0.8864 -1.8136 0.205
H -2.1314 -0.6822 -1.1513 0.201
H -3.1060 0.7892 -1.1057 0.208
H -2.5329 0.3583 0.9948 0.225
H -1.3831 1.6225 0.6996 0.205
H 0.9584 -0.8374 0.9341 0.291
H -0.7364 -0.9158 1.9987 0.224
H 2.8235 -1.1327 0.6751 -0.043
H 1.1582 0.8156 1.9477 0.235
H 3.5507 -0.9034 0.8622 0.043
H 1.1554 0.0303 -2.2604 0.211
H 0.4405 -1.1155 -1.1282 0.216
H 2.0495 -0.3773 -0.7233 0.316
```

## Properties
* ΔE to the lowest compared entry with this formula, charge and spin: 9.913 eV
* LUMO level: -0.03894 hartree
* gap between HOMO and LUMO: 5.73 eV
* HOMO: -6.8 eV
* net charge: 0


Number 1: E -23946.5580 eV. Number 2: E -96634.1390 eV. Number 3: E -9472.8854 eV. Number 4: E -9408.9345 eV. Number 5: E -11314.0869 eV. Number 6: E -81738.0737 eV. Number 7: E -6876.2846 eV.